Record 1
Entry from OMol25: C15H23N6O2RuS3 as an isolated structure (ωB97M-V with the def2-TZVPD basis set).

Structure (XYZ):
```
50
Properties=species:S:1:pos:R:3:forces:R:3
Ru -0.1556 -0.0562 0.4123 0.0 -0.1 -0.1
C 1.4079 -0.3493 3.2124 0.1 0.0 0.0
C 2.5819 -0.1090 2.2812 0.0 0.1 -0.1
S 2.0740 0.6049 0.6682 0.2 -0.1 0.1
C 2.9637 -0.4639 -0.5011 -0.1 0.0 0.0
C 2.5439 -1.9241 -0.4707 0.0 0.0 0.0
S 0.7234 -2.1140 -0.5294 0.2 0.1 -0.2
C 0.4288 -3.3634 0.7430 0.0 0.0 0.1
C 0.8015 -2.8799 2.1323 -0.1 -0.1 -0.1
S 0.0326 -1.2621 2.4462 0.0 0.1 -0.2
H 0.9644 0.5859 3.5448 -0.1 0.0 0.0
H 1.7171 -0.9192 4.0898 0.0 0.0 0.0
H 3.1508 -1.0159 2.0848 0.0 0.0 0.0
H 3.2576 0.6126 2.7394 0.0 0.0 0.0
H 4.0350 -0.3654 -0.3235 0.0 0.0 0.0
H 2.7596 -0.0229 -1.4784 0.0 0.0 0.0
H 2.9069 -2.4399 0.4163 0.0 0.0 0.0
H 2.9517 -2.4421 -1.3380 0.0 0.0 0.0
H 0.9643 -4.2739 0.4727 0.0 0.0 0.0
H -0.6366 -3.5880 0.6665 0.0 0.0 0.0
H 1.8778 -2.7886 2.2587 0.0 0.0 0.0
H 0.4366 -3.5781 2.8859 0.0 0.0 0.0
N 0.2563 4.1271 -1.1831 0.0 0.1 0.0
C 0.0440 3.3024 -0.1598 -0.1 -0.1 -0.1
N -0.2127 2.0987 -0.6553 0.1 -0.6 0.2
C -0.1270 2.2673 -2.0007 0.0 0.1 0.1
N 0.1536 3.4926 -2.3655 0.0 -0.1 0.0
C -0.4087 1.1251 -2.8612 0.0 0.1 0.1
C -0.5344 1.2217 -4.2420 0.0 0.0 -0.1
N -0.8766 0.1767 -4.9831 0.0 0.0 0.1
C -1.1153 -0.9597 -4.3369 0.0 0.1 0.0
C -0.9720 -1.0612 -2.9597 0.0 -0.1 0.0
N -0.6014 -0.0248 -2.2080 -0.1 -0.1 -0.4
H 0.4585 5.1166 -1.1603 0.0 0.0 0.0
H 0.0435 3.5822 0.8832 0.0 0.0 0.0
H -0.3584 2.1666 -4.7418 0.0 0.0 0.0
H -1.4192 -1.8170 -4.9241 0.0 0.0 0.0
H -1.1484 -2.0102 -2.4663 0.0 0.0 0.0
N -2.2355 -0.5467 0.2894 0.0 0.1 -0.1
C -3.1182 0.6425 0.4342 0.0 0.0 0.0
C -2.9940 1.2208 1.8314 0.0 -0.2 0.0
C -1.6728 1.8986 2.1100 0.0 0.0 0.0
O -1.6022 2.9908 2.6014 0.0 0.1 0.0
O -0.5378 1.2392 1.8157 -0.2 0.8 0.6
H -2.4062 -0.9712 -0.6181 -0.1 0.0 0.0
H -2.5209 -1.2286 0.9887 0.0 0.0 0.0
H -4.1530 0.3596 0.2389 0.0 0.0 0.0
H -2.8171 1.3694 -0.3193 0.0 0.0 0.0
H -3.1259 0.4274 2.5774 0.0 0.0 0.0
H -3.7857 1.9464 2.0013 0.0 0.0 0.0
```
Positions in Å, forces in eV/Å.

Values from the calculation:
* F_max: 1.0 eV Å⁻¹
* expectation value of S²: 0.76
* net charge: +2
* energy: -64038.864 eV
* orbital gap (spin up / spin down): 8.378 / 7.871 eV
* energy above the lowest of the compared OMol25 structures with the same formula, charge and spin: 0.379 eV
* highest occupied orbital energy (spin up / spin down): -15.07 / -15.38 eV
* 2S+1: 2

Atom charges from the Löwdin analysis, given in e for atoms 1 to 8: 0.828 -0.421 -0.409 0.925 -0.448 -0.417 0.902 -0.453

=====

Record 2
Entry from OMol25: a 2-piece molecular cluster, C3H11NO overall (ωB97M-V with the def2-TZVPD basis set).

Structure (XYZ):
```
16
Properties=species:S:1:pos:R:3:forces:R:3
C 0.4463 -2.2210 -0.5230 1.3 -0.3 -1.5
C -0.8408 -1.5784 -1.0084 -0.3 -0.7 -1.2
N -1.1728 -0.3248 -0.3664 -0.5 0.0 0.4
H 0.6727 -3.0843 -1.1929 -0.4 0.4 0.4
H 1.3431 -1.5766 -0.7124 -0.7 -0.2 0.6
H 0.4513 -2.6359 0.4754 -0.2 0.4 0.4
H -0.7414 -1.4243 -2.1201 -0.1 -0.4 0.8
H -1.6332 -2.3234 -0.8466 -0.1 0.4 -0.1
H -1.8880 0.2120 -0.8655 0.4 -0.4 0.1
H -0.3268 0.1991 -0.3642 0.5 0.8 0.1
C 0.9312 2.5089 1.0603 -0.3 -1.3 -1.5
O 0.1432 2.5061 2.2129 -1.5 0.0 0.6
H 0.3019 2.3738 0.1129 0.8 0.8 1.1
H 1.5599 3.4101 1.0644 -0.2 -0.3 -0.4
H 1.5636 1.5907 1.0529 0.0 0.7 0.1
H -0.8103 2.3683 2.0205 1.2 0.1 0.0
```
Positions in Å, forces in eV/Å.

Values from the calculation:
* F_max: 2.0 eV Å⁻¹
* SMILES: CCN.CO
* energy: -6825.999 eV
* orbital gap: 10.240 eV
* energy above the lowest of the compared OMol25 structures with the same formula, charge and spin: 1.246 eV
* highest occupied orbital energy: -9.34 eV

Atom charges from the Löwdin analysis, given in e for atoms 1 to 8: -0.124 -0.376 -0.020 0.076 0.078 0.063 0.110 0.102